No. 1
A 3-piece molecular cluster, C26H43INO7P overall, computed with ωB97M-V with the def2-TZVPD basis set.

**Total energy**: -60856.9177 eV
**E_HOMO**: -7.05 eV
**Lowest unoccupied orbital energy**: -0.2 eV
**Orbital gap**: 6.89 eV
**Net charge**: 0

Atoms and positions in Å:
C 3.1210 -4.5923 5.6561
C 2.4790 -4.1212 4.5960
C 1.8298 -3.4139 3.2802
C 1.7291 -1.8199 3.5240
C 0.2235 -1.4501 4.0709
C -0.0771 -1.7033 5.5867
C -1.4438 -1.3770 6.3379
C -2.5185 -0.7351 5.3274
C -2.0481 -0.5981 3.8389
N -0.7957 -0.9123 3.2067
O 2.5389 -1.2219 4.6103
C 2.3700 0.2095 4.3000
O 2.6152 1.0366 5.2243
O 1.8803 0.4447 2.9372
C 2.1305 -0.8598 2.3015
C 1.3647 -1.2028 0.8901
I 2.7246 -2.0373 -0.6279
C 0.6393 0.0810 0.2297
C -0.3028 -0.4675 -0.9927
P 3.9437 -0.7016 1.7487
C 5.1343 -1.7796 2.7568
C 5.2347 -3.3328 2.2343
C 4.5905 1.0748 1.9246
C 3.7856 2.1568 1.0173
H 3.6984 -4.9603 6.5848
H 2.4904 -3.7141 2.3764
H 0.7944 -3.9144 3.0833
H 0.7746 -2.1716 6.2241
H -1.6344 -1.5419 7.4555
H -3.5699 -0.4167 5.7079
H -2.8601 -0.1644 3.1200
H 0.5985 -2.0449 1.1472
H 1.4764 0.7216 -0.2697
H -0.0168 0.6910 0.9557
H 0.1144 -0.0418 -1.9947
H -0.2741 -1.6210 -1.0885
H -1.3927 -0.0660 -0.9276
H 4.9766 -1.7632 3.8961
H 6.2031 -1.3384 2.5786
H 4.7667 -3.4509 1.1913
H 4.8029 -4.0256 3.0433
H 6.3638 -3.6079 2.1092
H 5.7153 1.1183 1.6398
H 4.5275 1.4521 3.0280
H 4.0383 3.2047 1.4684
H 2.6420 2.0485 1.0524
H 4.1338 2.1601 -0.0819
C -1.1796 3.0593 -3.6935
O -1.3541 2.6355 -2.3475
C -0.5561 3.3900 -1.4357
C -1.3950 4.4284 -0.6938
O -1.8586 5.4474 -1.5794
C -3.2221 5.2698 -1.9390
H -1.9546 2.5879 -4.3019
H -1.2697 4.1438 -3.7939
H -0.2022 2.7321 -4.0605
H 0.2863 3.8633 -1.9518
H -0.1503 2.6806 -0.7072
H -0.7639 4.9188 0.0540
H -2.2324 3.9547 -0.1694
H -3.8655 5.5277 -1.0923
H -3.4279 4.2476 -2.2641
H -3.4471 5.9480 -2.7649
C -3.4446 -1.8850 -7.4853
O -3.6175 -2.3073 -6.1391
C -2.8192 -1.5514 -5.2281
C -3.6579 -0.5131 -4.4858
O -4.1234 0.5055 -5.3726
C -5.4873 0.3256 -5.7293
H -4.2199 -2.3574 -8.0921
H -3.5357 -0.8005 -7.5864
H -2.4675 -2.2115 -7.8535
H -1.9774 -1.0780 -5.7451
H -2.4124 -2.2595 -4.4992
H -3.0261 -0.0217 -3.7389
H -4.4945 -0.9865 -3.9601
H -6.1294 0.5839 -4.8818
H -5.6923 -0.6974 -6.0523
H -5.7148 1.0023 -6.5558

=====

No. 2
C26H44BBrCaClF6K2N3O16P as an isolated structure, computed with ωB97M-V with the def2-TZVPD basis set.

**Total energy**: -224805.6087 eV
**E_HOMO**: -3.73 eV
**Lowest unoccupied orbital energy**: -2.2 eV
**Orbital gap**: 1.52 eV
**Net charge**: -1

Atoms and positions in Å:
C 7.5189 -1.1398 1.4183
C 6.3680 -2.1666 0.9164
C 6.0146 -1.9860 -0.6090
F 6.6867 -3.0487 -1.3026
B 4.3990 -1.8779 -0.9587
C 3.8253 -3.1048 -1.8818
O 3.8320 -2.8014 -3.3125
N 5.0373 -3.1669 -3.8810
O 5.4864 -2.1350 -4.3192
O 3.3968 -1.8343 0.1321
C 2.3563 -0.9057 -0.2882
C 1.2367 -0.5959 0.7630
C -0.1489 -0.1143 0.1298
C -1.4410 -0.9410 0.5461
C -2.6410 0.0298 0.5358
N -3.6236 -0.1988 -0.4924
C -3.5380 -0.9446 -1.6360
C -4.8337 -0.7558 -2.2627
C -5.6257 0.1333 -1.4034
C -4.8257 0.4768 -0.2837
C 3.2792 0.3140 -0.7649
C 4.1540 1.0794 0.3964
C 4.6924 2.5721 -0.0682
O 4.0521 3.5831 0.6893
P 2.1537 1.3601 -1.8733
C 1.5017 2.8606 -0.9631
C 2.9242 1.8109 -3.5144
O 4.2632 -0.4917 -1.5097
H 7.0488 -0.4476 2.1410
H 8.3711 -1.6817 1.8669
H 7.9376 -0.5196 0.5751
H 5.5143 -2.0594 1.5966
H 6.7577 -3.1979 1.0386
H 6.5391 -1.0416 -0.9870
H 4.3418 -4.0677 -1.6888
H 2.7668 -3.2790 -1.5997
H 1.8688 -1.2536 -1.2266
H 1.6368 0.2590 1.3521
H 1.1067 -1.4143 1.4866
H -0.0585 -0.1615 -0.9742
H -0.2466 0.9751 0.4087
H -1.3162 -1.3539 1.5722
H -1.5593 -1.7999 -0.1480
H -2.2738 1.1159 0.3647
H -3.1890 0.0408 1.5539
H -2.6091 -1.5526 -1.9361
H -5.1601 -1.1851 -3.2141
H -6.6465 0.4915 -1.5815
H -5.0879 1.1332 0.5507
H 5.0750 0.4846 0.7460
H 3.5011 1.2498 1.2729
H 4.6179 2.7356 -1.2137
H 5.8370 2.6464 0.2064
H 4.2273 4.4366 0.2768
H 1.7328 2.7090 0.1146
H 1.9015 3.8340 -1.2956
H 0.3964 2.8033 -1.0313
H 4.0310 1.7357 -3.5600
H 2.5412 2.8012 -3.8299
H 2.5072 1.0994 -4.2530
Ca -2.3030 1.8012 2.1966
O 4.6855 -0.6697 2.8564
Cl 3.5627 -0.6885 3.7779
O 3.1016 0.6737 3.9849
O 3.9853 -1.2542 5.0343
O 2.4928 -1.4787 3.2300
K 3.2525 -1.6308 -4.8032
C -4.2392 2.0348 -4.8656
N -3.5233 2.0710 -6.1706
O -2.5470 1.3837 -6.2729
O -3.9873 2.8038 -7.0366
H -3.7226 1.3621 -4.1871
H -4.2414 3.0478 -4.4713
H -5.2505 1.6870 -5.0600
F 0.2587 0.5322 -4.8332
K 6.0089 0.9487 -0.8798
C -0.7792 -6.1225 -0.2593
C -0.5358 -4.6574 -0.5070
O -1.6824 -4.0462 0.0442
C -2.2042 -4.8829 0.9649
O -3.0722 -4.5885 1.7336
O -1.6027 -6.1064 0.9128
H 0.2206 -6.7254 -0.0669
H -1.3349 -6.5945 -1.0811
H 0.3304 -4.2789 0.0204
H -0.4369 -4.4191 -1.5651
Br 1.8236 -6.1421 0.2442
F -1.2435 -2.2584 -2.1653
C -8.8813 4.9995 6.0380
C -7.9065 5.4019 4.9514
O -6.9094 4.3817 4.7538
C -7.2637 3.3671 3.9685
O -8.3206 3.2426 3.4316
C -6.0918 2.3945 3.8144
F -5.4761 2.1474 4.9759
F -5.1446 2.8906 2.9708
F -6.4681 1.2232 3.3223
H -8.3485 4.7562 6.9584
H -9.5845 5.8073 6.2390
H -9.4462 4.1126 5.7490
H -7.3691 6.3009 5.2497
H -8.4180 5.6261 4.0152

=====

No. 3
C26H44BrCuNOP2 as an isolated structure, computed with ωB97M-V with the def2-TZVPD basis set.

**Total energy**: -164456.8686 eV
**E_HOMO (spin up / spin down)**: -13.14 / -13.13 eV
**Lowest unoccupied orbital energy (spin up / spin down)**: -6.2 / -9.2 eV
**2S+1**: 2
**Orbital gap (spin up / spin down)**: 6.96 / 3.98 eV
**Net charge**: +2

Atoms and positions in Å:
N 0.7607 6.2784 2.1040
C 0.2507 5.4287 2.9927
C 0.8154 4.1728 3.2464
C 1.9796 3.7899 2.5332
C 2.4998 4.7090 1.5973
C 1.8612 5.9520 1.4315
C 2.5708 2.4656 2.6398
Cu -0.2989 -0.6260 -0.0930
P -1.0235 -2.6706 -0.4592
C 3.4538 1.9294 1.7396
C 3.4293 0.5057 1.4473
C 3.8071 0.0436 0.1605
C 3.4783 -1.2521 -0.2480
C 2.7380 -2.0465 0.6409
C 2.5377 -1.7057 1.9762
C 2.8917 -0.4140 2.3785
Br 2.5387 -3.9685 0.2108
H 2.2716 1.8557 3.5030
H 4.0387 2.5611 1.0759
H 0.3520 3.5238 3.9885
H 3.3988 4.4851 1.0277
H -0.6384 5.7705 3.5346
H 2.2866 6.6815 0.7326
H 4.3122 0.7123 -0.5366
H 2.7196 -0.1136 3.4074
H 3.7566 -1.6538 -1.2280
H 2.0979 -2.4335 2.6492
P -0.8558 1.0042 -1.4472
C -0.9310 -3.3016 1.2867
C -0.5728 -4.7614 1.4844
H -1.9114 -3.0662 1.7381
H -0.1974 -2.6571 1.8027
H -0.6529 -5.0091 2.5519
H -1.2251 -5.4454 0.9264
H 0.4714 -4.9318 1.1885
C 0.1820 -3.2817 -1.6911
C 0.0325 -4.7107 -2.1976
H 1.1831 -3.1787 -1.2058
H 0.2067 -2.5506 -2.5266
H 0.9587 -5.0103 -2.7029
H -0.1456 -5.4328 -1.3926
H -0.7792 -4.7779 -2.9304
C -2.6646 -3.1516 -1.1035
C -3.1255 -4.5442 -0.6755
H -2.6356 -3.0701 -2.2035
H -3.3506 -2.3677 -0.7407
H -4.1240 -4.7394 -1.0885
H -2.4641 -5.3339 -1.0612
H -3.1922 -4.6293 0.4166
C -2.5805 1.5637 -1.7417
C -3.5863 0.4422 -1.9800
H -2.5082 2.2132 -2.6306
H -2.8966 2.1824 -0.8868
H -4.4831 0.8744 -2.4393
H -3.2063 -0.3338 -2.6550
H -3.8828 -0.0441 -1.0423
C -0.3444 0.6262 -3.1697
C 1.1622 0.5436 -3.4147
H -0.8022 1.4370 -3.7603
H -0.8349 -0.3299 -3.4207
H 1.3165 0.1584 -4.4285
H 1.6337 1.5309 -3.3666
H 1.6890 -0.1182 -2.7135
C 0.0277 2.5724 -1.0763
C -0.7587 3.7775 -0.5738
H 0.5319 2.8206 -2.0238
H 0.8121 2.3063 -0.3446
H -0.1158 4.6627 -0.6407
H -1.6600 3.9756 -1.1623
H -1.0599 3.6661 0.4742
C -2.1246 1.3821 1.9308
O -1.2685 0.2418 1.6915
H -1.5034 2.2954 1.9818
H -2.6957 1.2571 2.8720
H -2.8245 1.4588 1.0832
H -1.1293 -0.1960 2.5566

=====

No. 4
C26H45AlF5P2 as an isolated structure, computed with ωB97M-V with the def2-TZVPD basis set.

**Total energy**: -66445.2540 eV
**E_HOMO**: -11.06 eV
**Lowest unoccupied orbital energy**: -2.9 eV
**Orbital gap**: 8.16 eV
**Net charge**: +1

Atoms and positions in Å:
Al -0.1637 0.0620 0.6513
C -1.7823 1.5979 0.7416
C -2.1868 0.6705 -0.3226
C -2.0052 -0.5371 1.6967
C -1.7620 0.8598 1.9874
C -2.3203 -0.6760 0.2764
C -1.8593 3.1138 0.6096
H -1.5309 3.5004 -0.3815
H -1.2548 3.6662 1.3563
H -2.9018 3.4868 0.7402
C -1.7753 1.4586 3.3540
H -1.5808 2.5472 3.3765
H -1.0413 0.9942 4.0370
H -2.7611 1.3246 3.8429
C -2.2853 -1.6088 2.7243
H -3.3559 -1.7075 2.9697
H -1.7887 -1.4093 3.6842
H -1.9435 -2.6229 2.4207
C -3.1969 -1.8043 -0.2026
H -4.2553 -1.5658 0.0336
H -3.0065 -2.7647 0.3198
H -3.1987 -2.0539 -1.2851
C -2.9968 1.1881 -1.4384
H -3.9409 1.6031 -1.0285
H -3.3190 0.4356 -2.1725
H -2.5399 2.0350 -1.9881
C 1.4336 0.4375 -2.7928
C 0.3921 1.3285 -2.9464
C -0.1791 1.6614 -4.2862
C -1.0549 0.5086 -4.8430
C -1.1043 -0.7134 -3.9546
C -0.0648 -1.5634 -3.8694
C 1.2329 -1.3377 -4.5884
C 2.1020 -0.2237 -3.9536
H 0.6250 1.8944 -5.0006
H -0.6318 0.2155 -5.8176
H -0.7716 2.5941 -4.2049
H 2.3715 0.5157 -4.7206
H 1.8166 0.0933 -1.8384
H -0.1282 1.8180 -2.1308
H 3.0625 -0.6504 -3.6093
H 1.7870 -2.2864 -4.6752
H -0.2054 -2.5710 -3.4543
H 1.0280 -1.0583 -5.6335
H -2.0654 0.8591 -5.1071
H -2.0886 -1.0315 -3.5807
P 1.5544 1.7725 1.2157
C 1.2496 2.6283 2.8043
H 2.1325 3.2456 3.0351
H 1.1028 1.9637 3.6659
H 0.3875 3.3077 2.7538
C 3.2934 1.2859 1.4682
H 3.8482 2.1341 1.8886
H 3.7861 0.9924 0.5308
H 3.4147 0.4560 2.1695
C 1.8189 3.2972 0.2541
H 2.3179 3.1142 -0.7096
H 2.4793 3.9740 0.8316
H 0.8856 3.8518 0.0555
P 0.8108 -2.2250 0.3840
C -0.3320 -3.5956 -0.0017
H 0.2712 -4.4384 -0.3845
H -1.1271 -3.3884 -0.7243
H -0.8499 -3.9647 0.9088
C 2.4786 -2.5695 -0.2902
H 2.4657 -2.7620 -1.3724
H 2.8947 -3.4892 0.1677
H 3.2141 -1.7660 -0.0867
C 1.2492 -3.1451 1.9263
H 1.4626 -4.1808 1.6728
H 0.4385 -3.1551 2.6452
H 2.1401 -2.7529 2.4081
F 2.0254 -0.8466 2.2984
C 0.8984 -0.2443 3.0777
F 0.0609 -1.3594 3.3661
C 1.5575 -0.1149 4.4288
F 0.6656 0.3833 5.3177
F 1.9444 -1.3355 4.9047
F 2.6561 0.6426 4.3944

=====

No. 5
C26H45AsNO9P2Si2Ta as an isolated structure, computed with ωB97M-V with the def2-TZVPD basis set.

**Total energy**: -144329.5797 eV
**E_HOMO**: -12.97 eV
**Lowest unoccupied orbital energy**: -5.8 eV
**Orbital gap**: 7.14 eV
**Net charge**: +2

Atoms and positions in Å:
Ta 1.2314 0.3431 -0.4757
C -1.4024 3.6942 -3.2620
C -0.6383 2.4761 -2.8255
O 0.1654 2.5646 -1.9041
C -0.8468 1.1951 -3.5481
C -1.1704 1.1987 -4.9027
C -1.1740 0.0169 -5.6291
C -0.8683 -1.1748 -4.9896
C -0.5935 -1.2073 -3.6263
C -0.5992 -0.0262 -2.9055
O -0.3443 0.0063 -1.5747
H -1.4207 4.4147 -2.4479
H -2.4130 3.4462 -3.5826
H -0.8907 4.1584 -4.1090
H -1.3876 2.1341 -5.4020
H -1.4004 0.0295 -6.6858
H -0.8404 -2.0968 -5.5553
H -0.3785 -2.1413 -3.1269
N 4.9555 -1.9124 -1.5610
C 4.4238 -0.4919 -1.5476
C 5.4330 0.4690 -2.1584
P 2.8601 -0.7453 -2.6677
O 2.2557 0.7206 -2.8609
O 3.3107 -1.4598 -3.8597
O 1.9477 -1.3646 -1.6017
P 3.8311 0.1368 0.1110
O 5.1340 0.3816 0.9229
O 2.7438 -0.6521 0.8400
O 3.0168 1.4011 -0.3545
H 4.7826 -2.2863 -2.5117
H 4.4578 -2.5190 -0.9030
H 5.9585 -1.9538 -1.3642
H 5.5834 0.2366 -3.2142
H 6.3958 0.4236 -1.6445
H 5.0604 1.4889 -2.0778
H 2.3345 1.1525 -3.7250
H 5.0364 0.5508 1.8767
C -3.9912 -6.1733 1.9681
C -3.0279 -5.0345 1.8269
C -2.9251 -4.0548 2.8097
C -2.0450 -2.9950 2.6862
C -1.9618 -2.0050 3.8214
C -1.2481 -2.9039 1.5181
C -0.4440 -1.7290 1.3532
O 0.2756 -1.4901 0.3718
C -1.3119 -3.9162 0.5248
C -0.4536 -3.9066 -0.7068
C -2.2028 -4.9542 0.7043
H -4.6712 -6.0249 2.8041
H -3.4499 -7.1070 2.1338
H -4.5771 -6.2977 1.0572
H -3.5549 -4.1195 3.6884
H -2.7332 -2.2191 4.5577
H -2.0975 -0.9747 3.4972
H -0.9974 -2.0696 4.3297
H -0.4732 -0.9891 2.1608
H 0.6068 -3.9129 -0.4511
H -0.6245 -3.0048 -1.2924
H -0.6733 -4.7800 -1.3170
H -2.2675 -5.7268 -0.0528
C 1.6823 4.3157 1.6689
Si 1.0388 2.8214 2.5798
C 2.5417 1.8449 3.1461
C 0.0704 3.3335 4.0810
As -0.2205 1.5506 1.0249
Si -2.4999 2.2177 1.2755
C -2.4093 4.0440 0.9109
C -3.3641 1.2077 -0.0187
C -3.0290 1.7845 3.0077
H 2.5668 4.6923 2.1903
H 0.9509 5.1258 1.6304
H 1.9644 4.0837 0.6404
H 2.8967 2.2581 4.0932
H 3.3359 1.9874 2.4066
H 2.3584 0.7779 3.2801
H 0.6891 4.0924 4.5704
H -0.0895 2.5178 4.7877
H -0.8984 3.7874 3.8665
H -1.3903 4.4023 0.7594
H -2.8464 4.6264 1.7242
H -2.9612 4.2644 -0.0056
H -2.9575 1.4078 -1.0127
H -4.4367 1.4165 -0.0422
H -3.2300 0.1415 0.1800
H -2.2024 1.4771 3.6472
H -3.7498 0.9646 2.9782
H -3.5111 2.6374 3.4904

=====

No. 6
C26H45ClF3PSc as an isolated structure, computed with ωB97M-V with the def2-TZVPD basis set.

**Total energy**: -78350.6707 eV
**E_HOMO (spin up / spin down)**: -1.59 / -2.75 eV
**Lowest unoccupied orbital energy (spin up / spin down)**: 2.5 / 2.5 eV
**Orbital gap (spin up / spin down)**: 4.14 / 5.24 eV
**Net charge**: -1

Atoms and positions in Å:
Sc 2.4663 2.3021 1.6088
P -0.4502 0.1585 -0.3573
Cl 3.0565 3.5734 -0.2475
C -1.4905 -0.7112 1.0389
H -0.8795 -0.3827 1.9138
H -2.6756 -0.1204 0.9835
C 1.4240 0.4564 0.0485
C -1.1230 1.8393 -0.1626
C 2.3385 -0.2420 -0.9995
H 1.5390 1.5646 -0.1557
C 3.7996 -0.0840 -0.5885
H 2.0857 -1.3232 -1.0582
H 2.1698 0.1938 -1.9925
C 4.0540 -0.7617 0.7713
H 4.4344 -0.5492 -1.3536
H 4.0625 0.9831 -0.5617
C 3.1396 -0.1671 1.8908
H 3.8488 -1.8378 0.7075
H 5.1059 -0.6174 1.0501
C 1.7614 0.1960 1.4495
H 3.0905 -0.8592 2.7487
H 3.6755 0.7297 2.3093
H 1.5747 -2.0593 0.8098
H 1.0141 0.3829 2.2394
C -0.9407 -0.6235 -1.9562
C -2.6511 1.8877 -0.2807
H -0.8345 2.0679 0.8844
C -3.1351 3.2434 0.2060
H -2.9313 1.7115 -1.3331
H -3.1550 1.1021 0.3069
C -2.4694 4.4109 -0.5359
H -4.2194 3.2909 0.0861
H -2.9300 3.3328 1.2856
C -0.9433 4.2751 -0.5442
H -2.8335 4.4193 -1.5702
H -2.7735 5.3580 -0.0829
C -0.4955 2.9080 -1.0639
H -0.5029 5.0596 -1.1689
H -0.5521 4.4148 0.4802
H -0.8419 2.7662 -2.0984
H 0.6019 2.8691 -1.0800
C -0.2683 -1.9904 -2.2233
H -2.0127 -0.8335 -1.7624
C -0.9513 -2.6589 -3.4180
H 0.7948 -1.8503 -2.4354
H -0.3257 -2.6425 -1.3305
C -0.9189 -1.7820 -4.6835
H -0.4705 -3.6179 -3.6275
H -2.0003 -2.8587 -3.1606
C -1.4130 -0.3563 -4.4386
H 0.1034 -1.7376 -5.0783
H -1.5363 -2.2415 -5.4644
C -0.8449 0.3088 -3.1704
H -1.1757 0.2888 -5.2932
H -2.5084 -0.3694 -4.3455
H 0.1976 0.6207 -3.3315
H -1.4196 1.2212 -2.9818
C 1.5235 -3.1260 0.9458
C -1.7407 -2.0349 1.0070
H 0.8957 -3.8613 0.2638
C -2.0100 -2.7858 2.3849
H -1.4845 -2.7094 0.1120
C -0.9876 -2.3720 3.5787
H -3.0096 -2.6585 2.8146
H -1.7741 -3.8276 2.2317
C 0.6250 -2.4788 3.4864
H -1.2876 -1.3587 3.9343
H -1.2694 -2.9983 4.4543
C 1.4002 -3.4973 2.4748
H 1.0116 -1.4422 3.4095
H 0.9250 -2.7234 4.5157
H 2.4471 -3.6514 2.9313
H 0.7726 -4.4112 2.5352
F -0.0649 3.8838 2.7343
C 0.4667 2.6727 2.4814
F 2.0757 2.8773 3.4588
F -0.1795 1.8440 3.3630